{
  "formula": "C2H4N2",
  "method": "ωB97M-V/def2-TZVPD",
  "species": ["C", "N", "N", "C", "H", "H", "H", "H"],
  "xyz": [[-1.44, 0.06, 0.03], [-0.54, 0.11, -0.84], [0.72, 0.56, -0.83], [1.52, 0.05, 0.05], [-2.41, -0.30, -0.31], [-1.42, 0.39, 1.10], [2.58, -0.17, -0.03], [0.99, -0.69, 0.81]],
  "total_charge": 0,
  "homo_lumo_gap_ha": 0.36939,
  "de_lowest_kcal_mol": 68.01,
  "lumo_ev": 0.659,
  "homo_ev": -9.4,
  "energy_ha": -188.0099
}